C33H66O33 | ωB97M-V/def2-TZVPD

Last column: Löwdin charge in e.
Geometry (Å):
C  3.17480  -0.40370  -0.16360  -0.035
O  3.55426  -0.68648  -1.50480  0.018
C  3.03597  0.01552  -2.50298  -0.617
O  2.21818  0.90683  -2.39759  0.111
O  3.58109  -0.37674  -3.62674  0.016
C  3.39174  0.37161  -4.82549  -0.005
H  2.79007  -1.30628  0.30801  0.079
H  2.43491  0.38482  -0.03528  0.092
H  4.09569  -0.10929  0.34128  0.097
H  3.24772  1.42338  -4.59491  0.088
H  2.48583  -0.01062  -5.30175  0.083
H  4.18037  0.17687  -5.54462  0.103
C  2.99384  -3.43091  -5.61885  -0.041
O  2.07676  -2.37149  -5.73443  0.003
C  1.22581  -2.16225  -4.72741  -0.615
O  1.26707  -2.70520  -3.65603  0.121
O  0.35998  -1.24569  -5.12230  0.029
C  -0.51060  -0.77991  -4.10379  -0.033
H  2.95821  -3.94875  -4.65883  0.096
H  4.02227  -3.05861  -5.63543  0.095
H  2.88224  -4.15958  -6.41836  0.097
H  -1.20923  -1.57702  -3.83498  0.086
H  -1.17900  -0.06044  -4.57030  0.090
H  -0.02339  -0.36473  -3.22687  0.083
C  4.54591  3.49815  9.28357  -0.044
O  3.63233  2.75646  8.49957  0.022
C  3.05713  3.38000  7.48571  -0.625
O  3.37821  4.45197  7.05045  0.129
O  2.08524  2.61862  7.01047  0.014
C  1.44107  3.02303  5.81399  -0.035
H  4.21847  3.51250  10.32851  0.093
H  4.59507  4.54935  9.01403  0.093
H  5.51251  3.00238  9.33329  0.095
H  0.66785  3.78165  5.87564  0.106
H  1.06182  2.10454  5.36226  0.083
H  2.25254  3.27099  5.12290  0.082
C  -3.91651  -0.98536  -0.28115  -0.032
O  -3.47215  -2.32648  -0.28612  -0.002
C  -4.25948  -3.30291  0.14937  -0.623
O  -5.42015  -3.15686  0.44669  0.125
O  -3.60853  -4.44002  0.11429  0.015
C  -4.35414  -5.60118  0.45321  -0.033
H  -3.45658  -0.42702  0.53310  0.093
H  -4.99707  -0.85830  -0.25440  0.098
H  -3.57698  -0.51692  -1.20477  0.086
H  -3.64453  -6.42526  0.43810  0.096
H  -5.20193  -5.82631  -0.18771  0.101
H  -4.70302  -5.53977  1.48485  0.098
C  -0.24383  -1.64566  -0.83027  -0.045
O  -0.63949  -0.48200  -0.14078  0.009
C  -0.13998  -0.23346  1.05219  -0.635
O  0.49676  -0.99760  1.73570  0.121
O  -0.54790  0.95487  1.44294  0.014
C  -0.06299  1.46100  2.67607  -0.041
H  -0.64121  -2.53473  -0.33119  0.098
H  0.77762  -1.68392  -1.19961  0.090
H  -0.90196  -1.69999  -1.69898  0.068
H  -0.62787  1.00404  3.49188  0.104
H  -0.27588  2.52273  2.59698  0.079
H  1.00164  1.31381  2.82557  0.070
C  2.24218  -4.42942  -0.15009  -0.037
O  2.75681  -5.74530  -0.08720  0.016
C  1.88784  -6.74404  -0.17237  -0.601
O  0.73008  -6.66137  -0.44219  0.148
O  2.58813  -7.85366  0.12689  0.011
C  1.89957  -9.06788  0.23764  -0.071
H  1.80932  -4.12186  0.80285  0.105
H  1.50653  -4.27933  -0.94165  0.077
H  3.08359  -3.78252  -0.39346  0.093
H  1.56860  -9.36843  1.23848  0.095
H  2.61037  -9.84877  -0.03501  0.093
H  0.99430  -9.16680  -0.36373  0.090
C  -3.93835  5.23801  -0.52703  -0.033
O  -2.63309  5.74945  -0.41202  0.030
C  -1.59876  4.95346  -0.28138  -0.602
O  -1.62996  3.75225  -0.40599  0.117
O  -0.54977  5.66640  0.11214  0.023
C  0.58995  4.97018  0.59960  -0.039
H  -4.61393  5.82299  0.09354  0.092
H  -3.97973  4.18440  -0.24940  0.091
H  -4.33046  5.30651  -1.54363  0.100
H  0.34514  4.15091  1.25869  0.070
H  1.13408  5.72193  1.17638  0.083
H  1.34624  4.74245  -0.15209  0.093
C  -1.62623  -9.03051  -4.02343  -0.019
O  -2.10642  -7.75428  -3.58872  0.009
C  -1.31846  -6.71185  -3.62088  -0.621
O  -0.27240  -6.62296  -4.21322  0.121
O  -1.90197  -5.72570  -2.92837  0.019
C  -1.15461  -4.55838  -2.68327  -0.055
H  -2.01057  -9.20986  -5.02458  0.096
H  -2.07160  -9.72854  -3.31816  0.092
H  -0.54326  -9.10487  -3.97880  0.094
H  -1.58007  -3.78019  -3.32435  0.091
H  -0.08144  -4.57852  -2.86144  0.074
H  -1.25827  -4.18962  -1.66130  0.076
C  4.42731  5.62135  1.84561  -0.041
O  4.68942  4.53132  2.70543  0.016
C  3.89297  3.46722  2.62389  -0.604
O  2.81906  3.45448  2.08711  0.132
O  4.48801  2.50343  3.31390  0.033
C  3.77068  1.31499  3.52944  -0.050
H  3.38404  5.94266  1.85552  0.080
H  4.51857  5.33818  0.79006  0.101
H  5.14511  6.40093  2.06140  0.098
H  3.34210  0.83034  2.65457  0.084
H  3.05024  1.36985  4.34907  0.078
H  4.42061  0.55666  3.97446  0.104
C  -3.52503  2.82076  3.19783  -0.011
O  -4.09628  4.12620  2.99771  -0.002
C  -5.41151  4.18203  2.88690  -0.645
O  -6.15020  3.24372  2.72430  0.124
O  -5.79923  5.44918  2.91933  -0.010
C  -7.19028  5.75482  2.80793  -0.029
H  -4.07897  2.18444  3.88640  0.102
H  -2.48424  2.90819  3.48133  0.076
H  -3.66150  2.41719  2.18931  0.100
H  -7.53168  5.65142  1.78314  0.098
H  -7.22965  6.80380  3.09944  0.093
H  -7.75994  5.22927  3.57064  0.099
C  -2.11201  1.93730  -2.77409  -0.051
O  -1.03075  2.81245  -3.04785  -0.019
C  -1.18055  3.59879  -4.10383  -0.635
O  -2.17398  3.79052  -4.73539  0.146
O  -0.04388  4.19603  -4.42596  0.021
C  1.17290  3.85058  -3.78290  -0.037
H  -1.79585  1.27905  -1.96527  0.087
H  -2.47154  1.40483  -3.65144  0.091
H  -2.92530  2.52388  -2.33900  0.091
H  1.46598  2.81524  -3.95979  0.068
H  1.07448  4.01203  -2.71061  0.088
H  2.01088  4.43889  -4.15136  0.096

Computed properties:
LUMO level: 0.409 eV
E_HOMO: -10.520 eV
spin multiplicity: 1
SMILES string: COC(=O)OC.COC(=O)OC.COC(=O)OC.COC(=O)OC.COC(=O)OC.COC(=O)OC.COC(=O)OC.COC(=O)OC.COC(=O)OC.COC(=O)OC.COC(=O)OC

---

C4H10O | ωB97M-V/def2-TZVPD

Last column: Löwdin charge in e.
Geometry (Å):
C  -2.25203  -0.22182  -0.04615  -0.110
C  -0.95468  0.19705  0.34635  -0.366
C  0.26452  -0.60082  -0.02247  -0.194
C  1.58111  0.15368  0.04989  -0.299
O  2.61182  -0.81031  -0.05543  -0.070
H  -2.36694  -0.92202  -0.86532  0.063
H  -3.12580  0.13343  0.48508  0.057
H  -1.51816  0.92621  -0.56162  0.100
H  -0.52760  1.59351  -0.53270  0.114
H  -0.88958  0.77023  1.26900  0.125
H  0.13930  -1.04868  -1.01382  0.130
H  0.29516  -1.43245  0.69489  0.137
H  1.62885  0.89404  -0.75953  0.104
H  1.64195  0.70312  1.00426  0.121
H  3.45139  -0.34129  -0.12259  0.087

Computed properties:
LUMO level: 0.866 eV
E_HOMO: -7.255 eV
spin multiplicity: 1

---

C24H19ClN2O2PYb | ωB97M-V/def2-TZVPD

Last column: Löwdin charge in e.
Geometry (Å):
Yb  -0.38597  -1.35364  -0.16768  1.469
Cl  -2.35737  -1.11145  -1.80016  0.662
C  -3.27716  0.46515  -1.37851  -0.485
C  -4.41557  0.58707  -2.13081  -0.079
C  -5.18479  1.73037  -1.90482  -0.019
C  -4.78114  2.66708  -0.97084  -0.026
C  -3.60882  2.48418  -0.24572  -0.044
C  -2.80362  1.35873  -0.43030  -0.385
P  -1.30955  1.11643  0.57055  1.001
C  0.03829  1.31160  -0.63914  -0.479
C  -0.11042  1.98743  -1.85417  -0.056
C  0.97144  2.11836  -2.71331  -0.017
C  2.20757  1.57199  -2.38651  -0.020
C  2.37366  0.88188  -1.19422  -0.035
C  1.28944  0.75023  -0.33416  -0.203
C  -1.15388  2.43406  1.76030  -0.400
C  -1.79000  2.27615  2.99426  -0.088
C  -1.72730  3.29294  3.93284  -0.046
C  -1.02236  4.45672  3.64920  -0.033
C  -0.38157  4.60934  2.42624  -0.045
C  -0.44815  3.60286  1.47636  -0.071
H  -4.71168  -0.15885  -2.85365  0.122
H  -6.09912  1.87042  -2.46593  0.131
H  -5.38216  3.54941  -0.79803  0.128
H  -3.31710  3.22704  0.48672  0.118
H  -1.06565  2.41736  -2.12794  0.122
H  0.85427  2.65224  -3.64730  0.129
H  3.04359  1.68149  -3.06448  0.128
H  3.32951  0.45245  -0.92691  0.129
H  1.46931  0.26717  0.63573  0.113
H  -2.33327  1.37009  3.23725  0.112
H  -2.22017  3.17464  4.88795  0.121
H  -0.96847  5.24644  4.38685  0.123
H  0.16884  5.51558  2.21298  0.121
H  0.05189  3.74054  0.52548  0.110
O  -0.57335  -3.13187  0.82741  -0.279
N  0.40424  -4.01643  0.88726  0.067
N  1.32584  -3.69653  0.10732  -0.171
O  1.22317  -2.59881  -0.62190  -0.219
C  2.56763  -4.50340  0.04652  -0.155
C  2.68522  -5.58851  0.89699  -0.004
C  3.85981  -6.31875  0.81619  -0.039
C  4.85533  -5.96203  -0.08725  -0.041
C  4.68752  -4.86996  -0.92371  -0.045
C  3.52173  -4.11390  -0.86919  -0.010
H  1.90770  -5.85855  1.59463  0.119
H  3.99409  -7.17269  1.46591  0.122
H  5.76618  -6.54277  -0.13880  0.121
H  5.46183  -4.60107  -1.62884  0.118
H  3.37055  -3.26821  -1.52066  0.112

Computed properties:
LUMO level (alpha / beta): -6.842 / -7.404 eV
expectation value of S²: 0.75
E_HOMO (alpha / beta): -14.502 / -14.502 eV
total charge: +2
spin multiplicity: 2

---

C29H25N4O7RuSe2Te2 | ωB97M-V/def2-TZVPD

Last column: Löwdin charge in e.
Geometry (Å):
Ru  -0.37364  -1.56254  -1.93381  0.835
O  0.70557  1.40813  -5.11878  -0.023
C  0.33402  0.60121  -4.25220  -0.715
O  1.01452  0.07894  -3.32155  -0.166
C  -1.17141  0.30209  -4.22661  -0.229
C  -2.01662  0.74901  -5.22672  -0.006
C  -3.38551  0.59937  -5.06153  -0.057
C  -3.87005  0.09213  -3.86643  -0.006
C  -2.96442  -0.33134  -2.91238  -0.202
N  -1.64909  -0.28735  -3.12746  0.012
C  -3.38959  -0.77829  -1.51705  -0.669
O  -4.52665  -0.45495  -1.14807  -0.009
O  -2.50224  -1.39473  -0.85393  -0.211
H  -1.57184  1.20587  -6.09867  0.109
H  -4.07088  0.90952  -5.84299  0.095
H  -4.92467  0.01331  -3.64420  0.111
Se  0.18266  -2.61352  -3.94001  -0.055
Te  1.23181  -4.76964  -4.29822  0.171
Te  -1.23218  -5.87487  -3.17024  0.096
Se  -2.10827  -3.67343  -2.64726  -0.063
C  0.66333  4.79555  2.23938  -0.065
O  1.55246  3.70434  2.03252  -0.099
C  1.53944  2.73631  3.00545  -0.237
C  1.69247  3.01726  4.34716  -0.032
C  1.67801  1.98741  5.28383  -0.114
C  1.49686  0.68441  4.84988  -0.100
C  1.33876  0.39701  3.49859  -0.011
C  1.37119  1.41980  2.54986  -0.150
N  1.20692  1.26099  1.18113  0.162
C  0.88668  0.09551  0.47836  -0.354
N  1.64430  -0.95563  0.79041  0.150
C  1.60466  -2.30142  0.33065  -0.170
C  0.80846  -2.76514  -0.71960  -0.198
C  0.91172  -4.15262  -0.93366  -0.271
C  1.75992  -4.98449  -0.23318  -0.105
C  2.57541  -4.47741  0.77554  -0.063
C  2.47128  -3.13289  1.05612  -0.233
O  3.18912  -2.50497  2.06603  -0.127
C  4.18053  -3.27017  2.70593  -0.108
N  -0.04811  0.10589  -0.41497  0.084
C  -0.79036  1.32653  -0.50692  -0.198
C  -0.60509  2.16321  -1.60321  -0.015
C  -1.28541  3.36811  -1.72743  -0.079
C  -2.16227  3.76770  -0.72522  -0.106
C  -2.32672  2.96485  0.39226  -0.026
C  -1.64507  1.75754  0.52201  -0.241
O  -1.76851  1.14343  1.73454  -0.095
C  -2.08278  -0.26229  1.79341  -0.039
H  0.72731  5.41793  1.35116  0.091
H  0.94279  5.38997  3.11204  0.073
H  -0.36218  4.43983  2.35678  0.095
H  1.82716  4.04398  4.66585  0.105
H  1.79864  2.21014  6.33693  0.089
H  1.46631  -0.12795  5.56596  0.097
H  1.15822  -0.62229  3.18573  0.110
H  0.98802  2.11306  0.69089  0.137
H  2.39080  -0.77372  1.43850  0.123
H  0.30240  -4.60594  -1.69164  -0.175
H  1.79544  -6.04045  -0.48270  0.098
H  3.25610  -5.11897  1.31832  0.086
H  4.66577  -2.61222  3.42317  0.084
H  4.92225  -3.64122  1.99255  0.093
H  3.74969  -4.12315  3.23839  0.086
H  0.11905  1.85487  -2.34347  0.096
H  -1.11583  3.98521  -2.60243  0.099
H  -2.70927  4.70090  -0.80757  0.089
H  -2.98575  3.25436  1.20347  0.112
H  -2.46205  -0.42937  2.80110  0.085
H  -1.20837  -0.88788  1.62740  0.075
H  -2.83524  -0.53485  1.05882  0.071

Computed properties:
LUMO level (alpha / beta): 3.879 / 3.879 eV
expectation value of S²: 0.93
E_HOMO (alpha / beta): -1.049 / -1.108 eV
total charge: -2
spin multiplicity: 2

---

Q: spin multiplicity of number 2 (C4H10O)?
A: 1